1.
Formula: C4H9NOS
Source: the Open Molecules 2025 dataset
Level of theory: wB97M-V/def2-TZVPD

Its multiplicity is 1. The LUMO energy comes out at 0.80 eV.

Last columns: bonded neighbours and bond lengths (Å).
Element x y z (Å)
1 C -1.2812 0.1680 2.0521  N2 1.478, H8 1.088, H9 1.083, H10 1.091
2 N -0.2947 -0.8699 1.6860  C1 1.478, C3 1.404, H11 1.012
3 C 0.1559 -0.9979 0.3623  N2 1.404, O4 1.203, C5 1.523
4 O 0.3844 -2.0991 -0.0651  C3 1.203
5 C 0.3586 0.3240 -0.3668  C3 1.523, C6 1.525, H12 1.095, H13 1.083
6 C 0.8045 0.0462 -1.7983  C5 1.525, S7 1.819, H14 1.085, H15 1.098
7 S 0.3030 1.2531 -3.0634  C6 1.819, H16 1.331
8 H -2.1217 0.1786 1.3613  C1 1.088
9 H -1.5103 0.0681 3.1057  C1 1.083
10 H -0.7355 1.1047 1.9340  C1 1.091
11 H -0.4061 -1.7922 2.0871  N2 1.012
12 H 1.1981 0.7718 0.1747  C5 1.095
13 H -0.4802 1.0066 -0.3042  C5 1.083
14 H 1.8469 -0.2403 -1.8861  C6 1.085
15 H 0.3744 -0.9146 -2.1093  C6 1.098
16 H 1.4039 1.9929 -3.1699  S7 1.331

***

2.
Formula: C6H12
Source: the Open Molecules 2025 dataset
Level of theory: wB97M-V/def2-TZVPD

Its multiplicity is 1. The LUMO energy (alpha / beta) comes out at 1.01 / 0.52 eV.

Last columns: bonded neighbours and bond lengths (Å).
Element x y z (Å)
1 C 1.6045 -0.3697 0.9453  C2 1.495, H7 1.097, H8 1.096, H9 1.098
2 C 1.0150 -0.2726 -0.4257  C1 1.495, C6 1.481, H10 1.091
3 C -0.3157 1.4370 -0.1348  C4 1.537, H11 1.102, H12 1.098, H16 1.228
4 C -1.3619 0.4971 0.4843  C3 1.537, C5 1.499, H13 1.102, H14 1.097
5 C -1.3952 -0.4526 -0.6745  C4 1.499, C6 1.520, H15 1.096
6 C -0.0726 -1.1792 -0.8589  C2 1.481, C5 1.520, H17 1.106, H18 1.096
7 H 0.8309 -0.5046 1.7116  C1 1.097
8 H 2.1841 0.5286 1.1875  C1 1.096
9 H 2.2875 -1.2258 1.0246  C1 1.098
10 H 1.7161 0.0632 -1.1908  C2 1.091
11 H -0.8484 2.3361 -0.4852  C3 1.102
12 H 0.5384 1.8248 0.4364  C3 1.098
13 H -1.0791 0.1008 1.4728  C4 1.102
14 H -2.3327 0.9915 0.6114  C4 1.097
15 H -2.3056 -1.0407 -0.8401  C5 1.096
16 H -0.4508 0.8841 -1.2229  C3 1.228
17 H -0.0474 -2.0406 -0.1662  C6 1.106
18 H 0.0331 -1.5774 -1.8748  C6 1.096

***

3.
Formula: C3H4BrNO
Source: the Open Molecules 2025 dataset
Level of theory: wB97M-V/def2-TZVPD

Its multiplicity is 1. The LUMO energy comes out at 0.71 eV.

Last columns: bonded neighbours and bond lengths (Å).
Element x y z (Å)
1 C -0.5861 -1.6545 0.4855  C2 1.324, H4 1.087, H5 1.120
2 C -1.0190 -0.7726 -0.4024  C1 1.324, Br3 1.838, H6 1.105
3 Br -2.4119 0.3894 -0.1086  C2 1.838
4 H -1.3577 -1.9709 1.1825  C1 1.087
5 H 0.2467 -2.3654 0.2505  C1 1.120
6 H -0.5277 -0.5630 -1.3693  C2 1.105
7 N 0.7424 2.2438 0.7659  C8 1.175, H10 1.060
8 C 0.7436 2.1243 -0.4028  N7 1.175, O9 1.177
9 O 0.9223 2.0380 -1.5625  C8 1.177
10 H 0.5866 1.6383 1.6220  N7 1.060

***

E / eV: -18666.742, -6411.093, -76754.649
Relative energy (zero: lowest compared OMol25 entry of this formula, charge and spin) / kcal/mol: 18.1, 134.8, 20.1